Entry from the Open Molecules 2025 dataset: C4H7NO as an isolated structure (the ωB97M-V functional and the def2-TZVPD basis).

The geometry in XYZ format:
```
13
Properties=species:S:1:pos:R:3:forces:R:3
C 0.282289 1.301644 -0.432897 -0.185 -2.689 0.368
C -1.616876 0.137753 0.065143 1.418 0.033 0.810
C 0.869613 -0.253579 0.396418 -0.326 2.265 -0.043
C -0.799103 -0.984321 -0.158952 -0.428 0.526 -0.734
O -1.031807 1.327405 0.021086 -0.882 0.011 -0.421
N 1.888773 -0.870572 -0.068046 0.290 0.106 -0.349
H 2.636935 -0.961913 0.616101 -0.301 -0.355 0.113
H 0.351302 0.962933 -1.464231 0.153 0.391 -0.076
H 0.764402 2.238448 -0.167895 0.110 -0.228 -0.072
H -2.554160 0.151795 0.603446 0.001 0.051 0.075
H 0.779720 0.042210 1.452143 -0.058 -0.304 0.135
H -1.146107 -1.903221 0.298633 -0.136 -0.083 0.063
H -0.424983 -1.188582 -1.160947 0.345 0.276 0.131
```
Forces are in eV/Å.

Output
**Lowest unoccupied orbital energy (spin up / spin down)**: 0.002 / 0.002 Eh
**E_tot**: -7794.6340 eV
**Kohn-Sham gap (spin up / spin down)**: 0.2889 / 0.2888 hartree
**Total charge**: 0
**2S+1**: 1
**HOMO level (spin up / spin down)**: -0.2872 / -0.2871 hartree
**ΔE to the lowest compared entry with this formula, charge and spin**: 483.4 kJ/mol